Record 1
31
Properties=species:S:1:pos:R:3 method="wB97M-V/def2-TZVPD" relative_energy_ev=4.4704 total_energy_ha=-522.426583 total_charge=+1 lumo_energy_ev=-4.3 homo_ev=-11.97
C 3.995 -0.740 0.676
C 3.016 -1.663 1.127
C 3.592 0.244 -0.190
C 1.755 -1.582 0.653
C 2.192 0.307 -0.557
C -2.368 -1.564 -1.040
C -0.947 -1.688 -0.651
C 1.853 1.291 -1.627
C -2.265 -0.130 1.429
C -2.000 2.044 0.372
C -0.135 -0.616 -0.558
C -1.377 0.755 1.021
N 1.341 -0.641 -0.287
H 5.016 -0.730 1.032
H 3.283 -2.406 1.750
H 4.299 1.054 -0.404
H 1.141 -2.450 0.813
H -2.549 -2.329 -1.853
H -2.673 -0.541 -1.172
H -0.666 -2.731 -0.400
H 2.390 2.221 -1.400
H 2.147 1.021 -2.711
H 0.818 1.538 -1.569
H -1.897 -0.897 2.068
H -2.964 -1.782 -0.215
H -3.272 0.078 1.777
H -2.664 2.541 1.092
H -2.584 1.742 -0.448
H -1.245 2.691 0.041
H -0.445 0.248 -1.158
H -0.355 0.685 1.368

***

Record 2
15
Properties=species:S:1:pos:R:3 method="wB97M-V/def2-TZVPD" relative_energy_ev=0.6227 total_energy_ha=-1314.280456 total_charge=-1 lumo_energy_ev=3.5 homo_ev=-2.82
C -1.562 -2.169 1.580
S -2.205 -0.815 0.558
H -1.135 -2.972 0.973
H -0.821 -1.811 2.295
H -2.388 -2.619 2.140
C -0.235 1.633 0.912
S 0.157 0.065 0.036
S 2.178 0.839 -0.720
C 1.780 0.540 -2.480
H 0.148 2.450 0.303
H -1.313 1.697 0.995
H 0.239 1.648 1.892
H 0.788 0.934 -2.691
H 2.501 1.098 -3.083
H 1.868 -0.519 -2.708